(1)
DFT (wB97M-V/def2-TZVPD) results for 7 unconnected molecules or ions with the total composition C26H63BrClO13S.

Last columns: bonded neighbours and bond lengths (Å).
Positions of all 105 atoms, in Å:
1 H 5.5762 -4.6714 2.8044  C100 1.089
2 H 4.1676 -5.9901 -1.0543  C88 1.094
3 O -1.6686 -9.1839 2.4157  C18 1.417, C29 1.421
4 H -0.1691 -7.5962 0.8839  C95 1.096
5 H 0.9057 -1.9932 1.8722  C39 1.076
6 H -2.9982 -10.7716 2.4800  C29 1.095
7 C 5.9007 9.6516 -1.8069  O43 1.417, H51 1.095, H71 1.092, H76 1.089
8 C 1.9905 10.7620 -0.2003  O26 1.420, C47 1.511, H55 1.093, H64 1.094
9 H -6.4017 -10.1565 -1.7582  C101 1.094
10 H -3.3775 -7.1508 -0.4249  C74 1.088
11 H 1.6599 -0.2433 0.2022  S98 1.353
12 C -1.0135 5.3713 1.3140  H16 1.090, H25 1.089, H35 1.097, O52 1.422
13 O 3.9800 -7.3659 0.4881  C88 1.421, C104 1.408
14 H 0.2683 -8.8439 -0.2970  C95 1.095
15 H 6.6295 -5.8450 -0.8971  C20 1.094
16 H -1.2211 6.4162 1.5461  C12 1.090
17 H 2.1327 -6.4839 0.2432  C104 1.099
18 C -0.7398 -9.5949 1.4281  O3 1.417, H57 1.095, H87 1.093, C95 1.511
19 H -6.9093 -12.6115 1.0103  C31 1.092
20 C 6.0536 -6.2199 -0.0462  H15 1.094, H48 1.093, O82 1.421, C88 1.511
21 H 1.3304 10.2796 2.2387  C75 1.093
22 H -4.1797 -11.2480 -1.5316  C93 1.095
23 H -0.7171 -1.3006 1.9656  C39 1.073
24 H 4.0702 12.0949 -2.7225  C34 1.095
25 H -0.3311 5.3313 0.4661  C12 1.089
26 O 1.9331 11.7140 0.8511  C8 1.420, C75 1.415
27 C -7.8620 -10.5696 -0.2319  H65 1.094, H83 1.094, O86 1.417, C101 1.512
28 H -6.4585 -8.9777 -0.4383  C101 1.095
29 C -2.9726 -9.7110 2.2104  O3 1.421, H6 1.095, H67 1.088, H70 1.091
30 H -0.6548 11.6151 1.1518  C85 1.091
31 C -7.8330 -12.8317 0.4705  H19 1.092, H80 1.095, O86 1.417, H99 1.088
32 C 6.2853 9.5770 -5.2340  O33 1.415, H41 1.089, H42 1.095, H69 1.093
33 O 6.4588 10.8941 -4.7454  C32 1.415, C81 1.418
34 C 4.9793 11.5202 -2.9273  H24 1.095, H38 1.093, O43 1.422, C81 1.512
35 H -0.5332 4.8969 2.1781  C12 1.097
36 O -1.5965 -2.7819 -0.0484  C92 1.188
37 H -2.5367 -7.1155 1.1358  C74 1.093
38 H 5.8045 11.9943 -2.3897  C34 1.093
39 C 0.0123 -1.7529 1.3224  H5 1.076, H23 1.073, C92 1.528, S98 1.829
40 H 4.4039 11.0812 -4.9546  C81 1.094
41 H 7.2588 9.0901 -5.2261  C32 1.089
42 H 5.9126 9.5983 -6.2637  C32 1.095
43 O 4.7612 10.2010 -2.4446  C7 1.417, C34 1.422
44 H -1.8779 -6.2145 -0.2620  C74 1.097
45 Cl 0.2539 -4.4277 0.6799  C92 1.719
46 C -3.2825 4.9149 1.8429  O52 1.426, C56 1.511, H58 1.095, H79 1.093
47 C 0.6194 10.4714 -0.7656  C8 1.511, O77 1.422, H94 1.093, H105 1.094
48 H 6.6389 -7.0058 0.4376  C20 1.093
49 H 5.3238 12.5788 -4.7445  C81 1.094
50 C -3.2187 7.5266 -0.1492  H53 1.095, H62 1.088, H68 1.092, O91 1.420
51 H 6.0383 10.0995 -0.8167  C7 1.095
52 O -2.1950 4.6671 0.9543  C12 1.422, C46 1.426
53 H -4.0833 7.7839 -0.7695  C50 1.095
54 H 3.3229 -5.5136 1.1655  C104 1.094
55 H 2.6128 11.1886 -0.9909  C8 1.093
56 C -4.2444 5.9342 1.2771  C46 1.511, O91 1.414, H102 1.094, H103 1.094
57 H 0.2070 -9.7998 1.9380  C18 1.095
58 H -3.8124 3.9672 1.9821  C46 1.095
59 H 1.7122 11.8957 2.8622  C75 1.088
60 H 4.9501 -7.5593 -1.2882  C88 1.093
61 H 3.0285 10.8171 2.3604  C75 1.096
62 H -2.5590 8.3896 -0.0876  C50 1.088
63 H 5.4267 -6.4012 2.4396  C100 1.092
64 H 2.4688 9.8391 0.1398  C8 1.094
65 H -8.6462 -9.9917 -0.7309  C27 1.094
66 H -4.1970 -12.2851 -0.0915  C93 1.089
67 H -3.6584 -9.1690 2.8587  C29 1.088
68 H -2.6717 6.7025 -0.6124  C50 1.092
69 H 5.5968 9.0004 -4.6118  C32 1.093
70 H -3.3012 -9.5933 1.1770  C29 1.091
71 H 6.8052 9.7996 -2.4001  C7 1.092
72 H -5.5486 -12.3555 -1.2378  C93 1.092
73 H -1.9487 10.9558 0.1128  C85 1.096
74 C -2.3992 -7.1270 0.0516  H10 1.088, H37 1.093, H44 1.097, O78 1.413
75 C 2.0033 11.1348 2.1403  H21 1.093, O26 1.415, H59 1.088, H61 1.096
76 H 5.7300 8.5826 -1.6880  C7 1.089
77 O -0.2184 9.8214 0.1818  C47 1.422, C85 1.418
78 O -1.6780 -8.2641 -0.3757  C74 1.413, C95 1.419
79 H -2.9124 5.2423 2.8179  C46 1.093
80 H -8.6771 -12.8033 1.1675  C31 1.095
81 C 5.2393 11.5386 -4.4165  O33 1.418, C34 1.512, H40 1.094, H49 1.094
82 O 5.8508 -5.1281 0.8406  C20 1.421, C100 1.418
83 H -7.9839 -10.4417 0.8476  C27 1.094
84 H 2.5843 -6.9514 1.8993  C104 1.090
85 C -1.1400 10.7004 0.8064  H30 1.091, H73 1.096, O77 1.418, H97 1.089
86 O -8.0436 -11.9260 -0.5988  C27 1.417, C31 1.417
87 H -1.0690 -10.5186 0.9447  C18 1.093
88 C 4.7436 -6.7751 -0.5549  H2 1.094, O13 1.421, C20 1.511, H60 1.093
89 H 7.0320 -5.6253 2.4675  C100 1.094
90 Br -0.7078 1.2794 0.6267  S98 2.175
91 O -3.6366 7.2063 1.1692  C50 1.420, C56 1.414
92 C -0.5989 -2.9386 0.5773  O36 1.188, C39 1.528, Cl45 1.719
93 C -4.8195 -11.6961 -0.7634  H22 1.095, H66 1.089, H72 1.092, O96 1.418
94 H 0.1520 11.3932 -1.1222  C47 1.093
95 C -0.5131 -8.5150 0.3956  H4 1.096, H14 1.095, C18 1.511, O78 1.419
96 O -5.4473 -10.6842 0.0060  C93 1.418, C101 1.419
97 H -1.5642 10.1813 1.6649  C85 1.089
98 S 0.3489 -0.5196 0.0140  H11 1.353, C39 1.829, Br90 2.175
99 H -7.7621 -13.8316 0.0468  C31 1.088
100 C 5.9784 -5.4881 2.2067  H1 1.089, H63 1.092, O82 1.418, H89 1.094
101 C -6.5152 -10.0451 -0.6763  H9 1.094, C27 1.512, H28 1.095, O96 1.419
102 H -5.0924 6.0331 1.9613  C56 1.094
103 H -4.6295 5.6030 0.3084  C56 1.094
104 C 2.9573 -6.5259 0.9680  O13 1.408, H17 1.099, H54 1.094, H84 1.090
105 H 0.7270 9.7949 -1.6190  C47 1.094

## Properties
E_LUMO	-6.17	eV
HOMO level	-10.43	eV
orbital gap	0.1568	Ha
total charge	+1
total energy	-5438.3523	a.u.

Mulliken atomic charge list, values in e, 99 entries: 0.23, 0.28, -0.42, -0.02, 0.43, 0.36, -0.83, 0.12, 0.39, 0.30, 0.31, -0.86, -0.38, 0.39, 0.37, 0.42, 0.23, -0.62, 0.25, -0.48, 0.25, 0.31, 0.38, 0.35, 0.24, -0.41, -0.60, 0.34, -0.77, 0.46, -0.66, -0.69, -0.37, -0.33, 0.34, -0.38, 0.34, 0.33, -0.52, 0.34, 0.25, 0.32, -0.31, 0.21, 0.00, -0.47, -0.73, 0.32, 0.39, -0.33, 0.31, -0.35, 0.34, 0.44, -0.05, -0.56, 0.43, 0.38, 0.25, 0.39, 0.33, -0.12, 0.32, 0.30, 0.37, 0.24, 0.28, 0.29, 0.29, 0.34, 0.39, 0.45, 0.32, -0.68, -0.68, 0.24, -0.20, -0.41, 0.34, 0.33, -0.67, -0.39, 0.34, 0.34, -0.95, -0.38, 0.28, -0.53, 0.34, 0.39, -0.34, 0.33, -0.89, 0.38, 0.02, -0.22, 0.25, 0.04, 0.24

=====

(2)
DFT (wB97M-V/def2-TZVPD) results for 9 unconnected molecules or ions with the total composition C26H64BBr2F3NO13P2S9 at a distorted geometry.

Last columns: bonded neighbours and bond lengths (Å).
Positions of all 121 atoms, in Å:
1 H 6.3514 -4.4769 -0.5351  C35 1.092
2 H -3.6144 4.9375 -5.7486  C30 1.092
3 H -6.0004 11.1643 -1.0468  C113 1.093
4 H 5.1159 5.4174 1.3001  C105 1.093
5 H -6.4532 -7.4062 5.4483  C70 1.092
6 C 1.0810 6.3255 -5.9995  H23 1.093, H43 1.092, S79 1.809, H87 1.093
7 H 3.6008 5.1849 -6.7208  C67 1.092
8 H 3.9166 -6.3217 -3.5310  C62 1.092
9 Br -2.8647 2.9531 1.6633  C58 2.013
10 H -2.7350 -7.5422 6.5667  C95 1.092
11 H 8.2577 -3.5234 -3.7285  C29 1.092
12 H -5.4795 9.7052 -0.1649  C113 1.092
13 H 1.2231 0.4593 4.5832  C31 1.194
14 C -3.5619 -7.1286 -1.1531  H40 1.092, S93 1.809, H98 1.092, H100 1.093
15 H -3.5668 -4.1312 3.2689  C72 1.171
16 C -0.2279 -1.4024 2.0991  O27 1.479, N33 1.510, P50 1.949, C59 1.663
17 O -2.8894 7.4244 -4.5151  S120 1.500
18 H -0.3736 2.1850 -1.4788  C83 1.187
19 C -3.4315 1.9065 -1.0675  Br22 2.011, C58 1.647, F101 1.504, F110 1.510
20 H -2.6767 -7.0814 4.8371  C95 1.092
21 H 9.5534 -3.4730 -2.4931  C29 1.092
22 Br -2.8117 1.1208 -2.8119  C19 2.011
23 H 1.2391 6.1682 -4.9297  C6 1.093
24 H 5.0771 4.8146 3.8261  C45 1.092
25 C -1.5767 -2.8705 3.6471  N33 1.511, C72 1.671, O102 1.335
26 H 2.1815 -0.8640 0.5531  B38 1.195
27 O 1.1557 -1.8906 2.2825  C16 1.479, B38 1.506
28 C -2.5075 -6.8205 1.2981  H47 1.093, H69 1.093, H75 1.092, S93 1.809
29 C 8.6969 -2.9419 -2.9147  H11 1.092, H21 1.092, S39 1.809, H52 1.093
30 C -2.8243 4.7963 -5.0077  H2 1.092, H96 1.092, H114 1.093, S120 1.809
31 C 0.6446 -0.4438 5.1075  H13 1.194, H34 1.175, H54 1.190, C57 1.638
32 C -4.5846 5.7943 -3.2413  H85 1.092, H89 1.093, H108 1.093, S120 1.809
33 N -1.2117 -1.4607 3.2430  C16 1.510, C25 1.511, C57 1.509
34 H 1.2801 -1.4321 5.1277  C31 1.175
35 C 7.1311 -4.4071 -1.2971  H1 1.092, S39 1.809, H61 1.093, H71 1.093
36 S 3.4510 -5.2461 -1.4454  C41 1.809, C62 1.809, O94 1.500
37 S -4.5431 -6.0676 5.9804  C70 1.809, O84 1.500, C95 1.809
38 B 2.0334 -0.7959 1.7365  H26 1.195, O27 1.506, P74 1.931, O92 1.505
39 S 7.4645 -2.6588 -1.6210  C29 1.809, C35 1.809, O111 1.500
40 H -3.3056 -8.1881 -1.0816  C14 1.092
41 C 1.7566 -4.8787 -0.9287  S36 1.809, H56 1.093, H65 1.092, H81 1.092
42 H 2.3355 -6.8302 -2.8827  C62 1.093
43 H 0.0743 6.7169 -6.1630  C6 1.092
44 S 5.9188 3.3131 2.1456  C45 1.809, O63 1.500, C105 1.809
45 C 4.9589 3.7492 3.6157  H24 1.092, S44 1.809, H80 1.092, H119 1.093
46 H -1.6837 -0.0991 -0.2279  C82 1.170
47 H -2.2864 -7.8904 1.2886  C28 1.093
48 C -2.8027 9.3500 -0.9839  H60 1.093, H76 1.093, H88 1.092, S104 1.809
49 H 0.1288 -0.0207 -0.7453  C82 1.180
50 P -0.8708 -2.6834 0.7786  C16 1.949, H106 1.470, O115 1.613, H121 1.441
51 H -5.4641 9.7282 -1.9556  C113 1.092
52 H 9.0262 -1.9733 -3.2986  C29 1.093
53 S 4.7026 -2.4023 1.8184  P74 1.984
54 H 0.4559 -0.0760 6.2232  C31 1.190
55 H -5.1662 -8.3805 6.2032  C70 1.093
56 H 1.7860 -4.4407 0.0720  C41 1.093
57 C -0.8307 -0.5841 4.4108  C31 1.638, N33 1.509, O86 1.362
58 C -2.2550 2.7084 -0.2399  Br9 2.013, C19 1.647, F68 1.510, C83 1.640
59 C -0.1558 0.1579 1.5271  C16 1.663, C82 1.653, O92 1.499, H107 1.171
60 H -3.0432 8.7899 -1.8906  C48 1.093
61 H 6.7889 -4.8981 -2.2114  C35 1.093
62 C 3.0040 -5.9797 -3.0374  H8 1.092, S36 1.809, H42 1.093, H118 1.093
63 O 5.5944 1.8899 1.8011  S44 1.500
64 H -0.0138 2.6701 0.3284  C83 1.192
65 H 1.3103 -4.1630 -1.6228  C41 1.092
66 H 4.6345 0.3483 1.7743  P74 1.445
67 C 2.9304 4.4084 -6.3453  H7 1.092, H73 1.093, S79 1.809, H117 1.092
68 F -2.1606 4.0693 -0.8879  C58 1.510
69 H -3.5358 -6.6526 1.6280  C28 1.093
70 C -5.3771 -7.5919 5.4770  H5 1.092, S37 1.809, H55 1.093, H99 1.093
71 H 8.0395 -4.8900 -0.9292  C35 1.093
72 C -3.2098 -3.1716 3.8364  H15 1.171, C25 1.671, H77 1.193, H109 1.193
73 H 3.2336 3.4414 -6.7540  C67 1.093
74 P 3.8509 -0.7018 2.3826  B38 1.931, S53 1.984, H66 1.445, H112 1.441
75 H -1.8210 -6.3162 1.9821  C28 1.092
76 H -3.1308 8.7949 -0.1016  C48 1.093
77 H -3.4909 -3.1963 4.9958  C72 1.193
78 H -2.1575 -5.9249 6.0905  C95 1.093
79 S 1.2394 4.7563 -6.8857  C6 1.809, C67 1.809, O97 1.500
80 H 3.9044 3.5123 3.4574  C45 1.092
81 H 1.1658 -5.7971 -0.9045  C41 1.092
82 C -0.6716 0.4493 -0.0165  H46 1.170, H49 1.180, C59 1.653, C83 1.639
83 C -0.7584 2.0490 -0.3642  H18 1.187, C58 1.640, H64 1.192, C82 1.639
84 O -4.7219 -5.0696 4.8752  S37 1.500
85 H -4.8595 6.5352 -2.4870  C32 1.092
86 O -1.8345 0.1383 4.9818  C57 1.362
87 H 1.8128 7.0387 -6.3862  C6 1.093
88 H -1.7227 9.5065 -0.9322  C48 1.092
89 H -4.6447 4.7948 -2.8042  C32 1.093
90 O -2.7443 -4.7165 -0.3362  S93 1.500
91 O -3.3964 11.6246 0.2917  S104 1.500
92 O 1.2729 0.5003 1.8240  B38 1.505, C59 1.499
93 S -2.2708 -6.1394 -0.3610  C14 1.809, C28 1.809, O90 1.500
94 O 3.9609 -6.3500 -0.5674  S36 1.500
95 C -2.8626 -6.7252 5.8528  H10 1.092, H20 1.092, S37 1.809, H78 1.093
96 H -2.9423 3.8300 -4.5120  C30 1.092
97 O 0.3377 3.7650 -6.2122  S79 1.500
98 H -4.5244 -6.9415 -0.6716  C14 1.092
99 H -5.0353 -7.8948 4.4841  C70 1.093
100 H -3.6221 -6.8420 -2.2059  C14 1.093
101 F -4.5219 2.9018 -1.3547  C19 1.504
102 O -0.7358 -3.8811 3.8798  C25 1.335
103 H 3.9418 4.0969 1.0068  C105 1.093
104 S -3.6164 10.9648 -1.0371  C48 1.809, O91 1.500, C113 1.809
105 C 4.9993 4.3724 1.0032  H4 1.093, S44 1.809, H103 1.093, H116 1.092
106 H -0.7256 -4.0599 1.2727  P50 1.470
107 H -0.7098 1.0014 2.1205  C59 1.171
108 H -5.2661 5.8736 -4.0919  C32 1.093
109 H -3.8133 -2.2420 3.3947  C72 1.193
110 F -4.0891 0.8595 -0.2006  C19 1.510
111 O 6.2459 -2.0814 -2.2775  S39 1.500
112 H 3.9507 -0.6615 3.8192  P74 1.441
113 C -5.3066 10.3201 -1.0510  H3 1.093, H12 1.092, H51 1.092, S104 1.809
114 H -1.8517 4.8305 -5.5047  C30 1.093
115 O 0.0502 -2.6414 -0.5445  P50 1.613
116 H 5.4058 4.2352 -0.0015  C105 1.092
117 H 2.9738 4.3699 -5.2545  C67 1.092
118 H 2.5160 -5.2276 -3.6620  C62 1.093
119 H 5.3370 3.1702 4.4618  C45 1.093
120 S -2.8872 6.1195 -3.7757  O17 1.500, C30 1.809, C32 1.809
121 H -2.2681 -2.5182 0.4678  P50 1.441

## Properties
E_LUMO	1.54	eV
HOMO level	-3.89	eV
orbital gap	0.1992	Ha
total charge	-1
total energy	-11800.4047	a.u.

Mulliken atomic charge list, values in e, 99 entries: 0.18, 0.33, 0.31, 0.37, 0.32, -0.90, 0.35, 0.32, -0.09, 0.42, 0.27, 0.29, 0.06, -1.10, 0.13, 1.06, -0.69, 0.29, 0.51, 0.15, 0.32, -0.09, 0.28, 0.37, 0.29, -0.28, -0.29, -1.04, -0.91, -0.41, -0.64, -0.64, 0.71, 0.23, -0.75, 0.77, 0.42, 0.35, 0.51, 0.38, -0.80, 0.30, 0.28, 0.38, -0.82, 0.11, 0.50, -0.61, 0.18, 0.52, 0.30, 0.31, -0.60, 0.38, 0.37, 0.13, 0.32, 0.30, -0.30, 0.06, 0.21, -1.04, -0.56, 0.27, 0.38, 0.17, -0.91, -0.28, 0.33, -0.91, 0.42, -0.66, 0.32, 0.17, 0.24, 0.30, 0.22, 0.25, 0.46, 0.19, 0.25, 0.20, -0.83, -0.58, 0.25, -0.64, 0.40, 0.33, 0.10, -0.64, -0.63, -0.71, 0.65, -0.67, -0.72, 0.11, -0.56, 0.32, 0.23